Density functional theory data (ωB97M-V with the def2-TZVPD basis set) for 2 unconnected molecules or ions with the total composition C6H11Br2 in a non-equilibrium geometry.

Structure (ORCA input):
```
! RIJCOSX wB97M-V def2-TZVPD def2/J DEFGRID3
* xyz 0 2
Br -0.16 -0.04 2.61
Br 3.39 0.00 -0.91
C -1.58 0.01 -0.29
C -0.79 -1.28 -0.46
C 0.59 -1.29 0.18
C 0.98 -0.01 0.94
C 0.59 1.30 0.22
C -0.74 1.26 -0.52
H -2.43 0.01 -0.99
H -2.00 0.04 0.72
H -1.37 -2.12 -0.07
H -0.67 -1.47 -1.54
H 0.70 -2.14 0.86
H 1.35 -1.41 -0.61
H 2.03 -0.01 1.25
H 0.60 2.12 0.96
H 1.39 1.50 -0.50
H -0.54 1.35 -1.60
H -1.33 2.15 -0.25
*
```

The energy above the lowest of the compared OMol25 structures with the same formula, charge and spin is 0.0 kcal per mole.